# 1
Here is 2 unconnected molecules or ions with the total composition C4H15NSi2 in a non-equilibrium geometry from the Open Molecules 2025 dataset. Energies are from ωB97M-V with the def2-TZVPD basis set.

Atoms and positions in Å:
C: 1.99487 -1.22633 0.11474
C: -0.18646 -1.16211 -1.23257
C: 1.25225 1.02902 -0.53702
C: 0.72182 -0.36918 -0.23690
N: -0.76095 -1.75444 1.97407
Si: -2.55172 2.57444 -0.51899
Si: -0.28783 -0.18306 1.41017
H: 2.92171 -1.15967 -0.53501
H: 2.45978 -0.89466 1.00291
H: 1.74004 -2.20184 0.41684
H: 0.26028 -0.94991 -2.29519
H: -1.10826 -0.71922 -1.21325
H: -0.26403 -2.19500 -1.17841
H: 2.15480 1.01669 -1.00094
H: 0.52194 1.37706 -1.19011
H: 1.31597 1.58642 0.34298
H: -0.63608 -1.99694 2.94388
H: -1.60413 -2.07470 1.48603
H: -2.24965 3.23051 -1.84289
H: -3.71936 1.76722 -0.75481
H: -2.43495 3.46721 0.56194
H: 0.45995 0.83848 2.28253

Force components x, y, z for each atom (eV/Å):
0.36 0.95 -0.50
3.92 3.11 -2.62
-2.73 -1.91 -0.03
1.41 -2.29 1.90
0.18 0.52 -0.29
0.97 -0.39 -2.17
0.23 0.57 -0.81
-1.51 -0.35 -0.28
0.33 1.04 1.49
-0.27 -1.63 -0.37
-0.88 -0.46 1.54
-2.67 0.95 -0.22
0.16 -1.89 0.82
2.74 -0.13 -1.49
-1.13 1.74 -1.21
0.06 1.17 1.31
-0.51 -0.35 -0.07
0.53 -0.17 0.90
-0.04 -0.03 0.50
-0.76 -0.33 0.34
-0.21 0.85 1.19
-0.18 -0.99 0.05

Calculated values
HOMO energy (alpha / beta), hartree: -0.2307 / -0.3451
2S+1: 3
Energy above the lowest of the compared OMol25 structures with the same formula, charge and spin, eV: 0.000
E, Eh: -794.9567

=====

# 2
Here is C2H2N4O2 in the gas phase in a non-equilibrium geometry from the Open Molecules 2025 dataset. Energies are from ωB97M-V with the def2-TZVPD basis set.

Atoms and positions in Å:
C: -0.02082 -0.68410 -0.99586
C: -0.37834 0.41607 -0.11720
H: 2.55733 -1.43516 0.33279
H: -0.98649 -0.97890 -1.62223
N: 0.90783 -1.56539 -0.82283
N: -1.53890 1.07763 -0.29045
N: -1.75176 1.83336 0.73067
N: 0.12152 0.70278 1.03775
O: 1.71784 -0.97612 0.17687
O: -0.62820 1.60982 1.57050

Force components x, y, z for each atom (eV/Å):
-2.74 -2.44 -1.10
0.20 -0.55 0.23
-0.52 -0.59 -0.70
2.65 0.46 0.82
0.25 2.21 0.56
-1.81 2.17 1.26
1.44 -1.57 -1.77
1.96 0.04 0.60
0.32 -0.37 -0.02
-1.74 0.64 0.12

Calculated values
HOMO energy, hartree: -0.3839
Energy above the lowest of the compared OMol25 structures with the same formula, charge and spin, eV: 6.386
E, Eh: -446.7380

=====

# 3
Here is a molecular structure, C4H6N2OS in a non-equilibrium geometry from the Open Molecules 2025 dataset. Energies are from ωB97M-V with the def2-TZVPD basis set.

Atoms and positions in Å:
C: -1.18878 -0.14685 0.21985
C: -0.58006 1.14733 -0.21708
C: 0.82505 1.33248 -0.01686
C: 1.61471 0.41411 0.91191
H: -2.27319 -1.86892 0.34703
H: -2.89316 -0.89610 -1.10045
H: -0.45137 -0.84332 0.78489
H: -0.93047 1.89466 -0.99385
H: 1.92478 0.86751 1.81983
H: 1.08757 -0.84996 -1.39081
N: -2.37899 -0.81881 0.14390
N: 2.10739 -0.73612 0.80050
O: 1.47509 2.25594 -0.70294
S: 1.66143 -1.75194 -0.60591

Force components x, y, z for each atom (eV/Å):
3.71 1.79 0.02
-2.49 -3.19 -0.20
2.52 2.57 -2.93
0.14 1.04 -0.38
-0.01 2.33 -0.17
1.88 0.87 5.02
-1.08 1.77 -0.59
-0.33 -1.21 1.21
0.19 0.83 0.89
-0.21 0.38 -0.32
-1.85 -1.91 -5.45
-0.82 -1.68 -1.69
-2.53 -3.96 3.33
0.86 0.38 1.26

Calculated values
HOMO energy, hartree: -0.3337
Energy above the lowest of the compared OMol25 structures with the same formula, charge and spin, eV: 5.673
E, Eh: -738.7962

=====

# 4
Here is a gas-phase ion, C3H5O3 (charge +1) in a non-equilibrium geometry from the Open Molecules 2025 dataset. Energies are from ωB97M-V with the def2-TZVPD basis set.

Atoms and positions in Å:
C: 2.52326 0.15858 -0.04709
C: 0.10480 0.11790 -0.05837
C: -2.11954 -0.32993 0.24437
O: 0.05062 0.50704 -1.27334
O: -0.77147 -0.12953 0.79362
O: 1.55364 0.28909 0.64066
H: 3.46545 0.36382 0.40037
H: 2.42079 0.07403 -1.06668
H: -2.14748 -1.20088 -0.36137
H: -2.33847 0.44458 -0.38925
H: -2.74159 -0.29470 1.11708

Force components x, y, z for each atom (eV/Å):
6.93 -1.03 -3.33
0.34 2.79 -3.16
-0.15 -0.64 1.27
0.96 -1.98 4.95
1.15 -0.56 -0.10
-9.96 0.67 3.38
1.05 0.12 0.52
0.41 -0.08 -2.41
0.05 -1.19 0.09
-0.43 2.33 -1.37
-0.34 -0.42 0.17

Calculated values
HOMO energy (alpha / beta), hartree: -0.4649 / -0.6621
2S+1: 3
Energy above the lowest of the compared OMol25 structures with the same formula, charge and spin, eV: 1.221
Total charge: +1
E, Eh: -342.4876

=====

# 5
Here is 4 unconnected molecules or ions with the total composition C2H12O3 from the Open Molecules 2025 dataset. Energies are from ωB97M-V with the def2-TZVPD basis set.

Atoms and positions in Å:
C: 1.77329 -1.35617 0.12637
C: 2.09375 -0.20302 -0.86230
H: 0.97515 -1.06836 0.80293
H: 1.43287 -2.23254 -0.41678
H: 2.65729 -1.64526 0.69271
H: 1.41552 0.62694 -0.70488
H: 1.96235 -0.57725 -1.87411
H: 3.09224 0.18180 -0.66431
H: -1.67911 -1.73320 -1.73756
H: -1.60418 -3.22633 -1.90871
O: -1.07250 -2.47274 -1.62510
H: -4.96146 2.29505 1.69244
H: -3.91058 1.16989 1.92302
O: -4.60009 1.69319 2.33576
H: 0.37409 3.07169 1.35746
H: 1.44266 2.92597 0.28114
O: 0.60871 2.55033 0.58194

Force components x, y, z for each atom (eV/Å):
0.12 0.28 -0.41
-0.27 -0.51 0.68
0.02 -0.04 0.23
-0.08 -0.09 0.02
-0.07 0.02 0.14
-0.20 0.08 -0.10
0.36 0.29 -0.18
0.14 -0.06 -0.41
0.14 0.12 0.06
0.19 -0.03 0.06
-0.33 -0.09 -0.13
0.04 0.15 -0.47
-0.01 0.12 -0.26
-0.01 -0.27 0.73
-0.01 -0.05 -0.05
-0.02 -0.04 -0.01
-0.01 0.14 0.10

Calculated values
HOMO energy, hartree: -0.4182
Energy above the lowest of the compared OMol25 structures with the same formula, charge and spin, eV: 0.576
E, Eh: -309.0890

=====

# 6
Here is 2 unconnected molecules or ions with the total composition C5H15N3 in a non-equilibrium geometry from the Open Molecules 2025 dataset. Energies are from ωB97M-V with the def2-TZVPD basis set.

Atoms and positions in Å:
C: -0.98069 1.17621 0.74208
C: -1.20665 1.11958 -2.60723
C: 1.88077 -2.07622 1.32861
C: 0.01126 0.42347 -2.05558
C: -0.24506 -0.60391 -0.84582
N: -1.21939 1.48754 2.03516
N: -0.28186 0.18278 0.31412
N: 1.30507 -0.99495 2.06982
H: -1.33358 1.91090 0.06821
H: -1.96239 1.32021 -1.76027
H: -0.78770 2.26045 -2.73828
H: -1.62280 0.64662 -3.42394
H: 1.32446 -3.06442 1.27931
H: 1.97766 -1.70414 0.32931
H: 2.92143 -2.13703 1.66623
H: 0.79851 1.05859 -1.62801
H: 0.56191 -0.16325 -2.87280
H: -1.03061 -1.23902 -0.99259
H: 0.69961 -1.29710 -0.66450
H: -1.91620 2.11986 2.39248
H: -1.29247 0.68789 2.68232
H: 0.92966 -1.08892 2.95916
H: 1.46906 -0.02513 1.72224

Force components x, y, z for each atom (eV/Å):
-0.59 0.50 2.02
1.58 4.49 3.91
-0.88 -0.29 -0.32
1.78 -1.20 -0.77
4.24 -0.13 0.60
-0.01 -2.69 0.18
-0.51 0.01 0.63
1.20 0.71 -2.53
-0.21 0.85 -1.20
0.59 -0.57 -1.47
-1.39 -2.75 -0.61
-0.98 -0.62 -1.70
0.68 1.22 0.85
0.39 0.03 -0.61
0.29 -0.51 0.35
-0.41 0.30 -0.42
-0.87 0.44 1.20
-2.59 -1.31 -0.34
-1.92 1.54 -1.22
-0.12 1.10 -0.94
0.69 0.29 -0.39
-1.01 -0.44 2.23
0.05 -0.98 0.56

Calculated values
HOMO energy (alpha / beta), hartree: -0.6931 / -0.6793
Energy above the lowest of the compared OMol25 structures with the same formula, charge and spin, eV: 7.372
Total charge: +2
E, Eh: -362.9432

=====

# 7
Here is 3 unconnected molecules or ions with the total composition C5H15NO2 from the Open Molecules 2025 dataset. Energies are from ωB97M-V with the def2-TZVPD basis set.

Atoms and positions in Å:
C: -2.11676 1.24203 0.57378
N: -1.20380 0.17475 0.24277
C: -0.01326 0.34451 -0.46634
C: 0.91735 -0.61953 -0.47910
C: 2.19893 -0.55822 -1.24088
C: 0.22749 1.63768 -1.19028
H: -1.85467 1.75870 1.49700
H: -2.22438 1.98682 -0.21475
H: -3.10282 0.83263 0.75137
H: -1.48976 -0.76627 0.46444
H: 0.67610 -1.53760 0.03942
H: 2.88488 0.24072 -0.93908
H: 2.77777 -1.48095 -1.14508
H: 2.06360 -0.39091 -2.30484
H: 0.69578 1.42279 -2.14201
H: 0.90883 2.26917 -0.61883
H: -0.67133 2.20440 -1.42901
H: -1.40908 -3.38155 -0.09563
H: -0.75605 -2.99004 1.26157
O: -1.55552 -2.91328 0.73417
H: 0.30272 0.43136 2.04132
H: 1.64267 -0.26634 2.07709
O: 1.10128 0.35910 2.58291

Force components x, y, z for each atom (eV/Å):
-0.16 -0.02 0.12
0.13 0.43 -0.30
-0.27 -0.16 0.26
-0.16 -0.11 -0.15
0.66 -0.03 -0.13
-0.11 0.07 0.01
0.22 0.22 0.10
0.06 -0.08 0.00
-0.23 -0.21 -0.07
0.12 -0.04 -0.04
0.10 -0.11 0.12
-0.16 0.07 0.27
-0.18 0.02 0.03
-0.18 -0.07 -0.35
0.26 -0.05 -0.18
-0.04 0.12 -0.01
0.01 -0.08 0.21
0.17 0.03 0.18
0.09 -0.18 -0.10
-0.30 0.16 -0.03
0.08 -0.02 0.01
-0.17 0.32 0.12
0.04 -0.27 -0.09

Calculated values
HOMO energy, hartree: -0.2772
Energy above the lowest of the compared OMol25 structures with the same formula, charge and spin, eV: 1.213
E, Eh: -404.7105

=====

# 8
Here is 8 unconnected molecules or ions with the total composition C38H79N2O22 in a non-equilibrium geometry from the Open Molecules 2025 dataset. Energies are from ωB97M-V with the def2-TZVPD basis set.

Atoms and positions in Å:
C: -2.70578 0.01534 -4.50863
C: -1.38147 0.71227 -4.87862
C: -1.02494 0.49769 -6.35679
C: -0.24937 0.35348 -3.91161
C: 1.00975 1.22593 -4.15656
C: 0.14079 -1.12732 -4.00226
O: 1.34529 -1.36410 -3.23812
C: 1.22426 -2.29227 -2.22718
C: 0.23908 -1.98843 -1.07440
N: 0.82868 -1.25356 0.04392
C: 1.78586 -0.23381 -0.40441
C: 2.96828 -0.91992 -1.13950
N: 2.59759 -2.28879 -1.60386
H: -2.74632 -0.96174 -4.99670
H: -2.80100 -0.10907 -3.42990
H: -3.54094 0.60778 -4.87689
H: -1.53553 1.78960 -4.75991
H: -0.21678 1.17213 -6.63480
H: -0.74877 -0.53729 -6.55937
H: -1.91558 0.71138 -6.94732
H: -0.57023 0.52769 -2.88100
H: 1.72959 0.74094 -4.81533
H: 0.70727 2.15519 -4.64137
H: 1.49742 1.49673 -3.22091
H: 0.36234 -1.39220 -5.03514
H: -0.66687 -1.78419 -3.67126
H: 1.06095 -3.31038 -2.59931
H: -0.65305 -1.46903 -1.42211
H: -0.09729 -2.94898 -0.67703
H: 1.26087 -1.87832 0.71299
H: 1.28227 0.47978 -1.05167
H: 2.16070 0.29148 0.47091
H: 3.27601 -0.29848 -1.97605
H: 3.82061 -0.97894 -0.46382
H: 2.62027 -2.95027 -0.82742
H: 3.27752 -2.57652 -2.30927
C: -1.37818 1.46601 -0.06485
C: -1.02640 1.14679 1.37263
O: -1.54583 2.13020 2.26995
C: -2.86220 2.04704 2.50089
O: -3.60084 1.21137 2.04648
O: -3.19785 3.03077 3.32410
C: -4.59800 3.10572 3.62837
H: -1.03496 2.46931 -0.32493
H: -0.91198 0.74817 -0.73854
H: -2.45433 1.43529 -0.22874
H: 0.05364 1.16450 1.50848
H: -1.37928 0.15653 1.65911
H: -4.96469 2.15884 4.01652
H: -5.16143 3.38761 2.74112
H: -4.71143 3.87433 4.38567
C: 5.37795 4.92686 -6.90385
C: 4.83622 3.69389 -6.21404
O: 3.41154 3.57168 -6.36745
C: 3.00290 3.13729 -7.55985
O: 3.70572 2.79309 -8.47193
O: 1.66706 3.12660 -7.55874
C: 1.07905 2.72997 -8.80194
H: 4.86092 5.81908 -6.54905
H: 6.44274 5.03398 -6.69822
H: 5.24253 4.86584 -7.98238
H: 4.99693 3.76274 -5.13938
H: 5.32198 2.78587 -6.57203
H: 1.46011 1.76233 -9.12208
H: 1.26537 3.47426 -9.57373
H: 0.00975 2.65579 -8.62466
C: 7.66586 -6.35646 0.62907
C: 6.75455 -5.64202 -0.34383
O: 5.60285 -5.07369 0.31655
C: 5.82838 -3.95364 0.99459
O: 6.85638 -3.33512 1.04529
O: 4.67999 -3.59656 1.59231
C: 4.77896 -2.41419 2.39336
H: 7.11071 -7.11327 1.18464
H: 8.47801 -6.84199 0.08932
H: 8.09915 -5.66249 1.34837
H: 6.35071 -6.34851 -1.06566
H: 7.28352 -4.86527 -0.89564
H: 5.17327 -1.58242 1.81088
H: 5.40349 -2.58512 3.26815
H: 3.77091 -2.17527 2.72488
C: 4.60866 -5.54864 5.42990
C: 6.09796 -5.27490 5.39656
O: 6.45583 -4.16487 6.22913
C: 6.48414 -4.42284 7.54038
O: 6.27371 -5.48921 8.05411
O: 6.80178 -3.29617 8.17444
C: 6.82698 -3.41032 9.60161
H: 4.05223 -4.64548 5.17082
H: 4.35194 -6.33603 4.72067
H: 4.28350 -5.86379 6.41980
H: 6.39824 -4.98788 4.38871
H: 6.67405 -6.15631 5.67698
H: 7.48680 -4.21583 9.91505
H: 5.82211 -3.58252 9.98346
H: 7.20216 -2.46310 9.97691
C: -9.66816 6.33098 4.69619
C: -9.60282 5.52593 5.97488
O: -10.03811 4.17069 5.76994
C: -9.16225 3.36722 5.17477
O: -8.04279 3.65645 4.83502
O: -9.73585 2.17274 5.02051
C: -8.92512 1.21002 4.34410
H: -10.67240 6.28590 4.27404
H: -9.41750 7.37418 4.88721
H: -8.97445 5.94546 3.94975
H: -10.29085 5.93375 6.71229
H: -8.60290 5.53047 6.40827
H: -7.96150 1.09768 4.83653
H: -8.78010 1.50112 3.30458
H: -9.46759 0.27023 4.38616
C: 10.49388 -3.45213 -3.91602
C: 10.22952 -4.40109 -2.76636
O: 9.55969 -5.59692 -3.19738
C: 10.33009 -6.48729 -3.82947
O: 11.50893 -6.38177 -4.03547
O: 9.56343 -7.52147 -4.17561
C: 10.25054 -8.54175 -4.90965
H: 9.56580 -3.22370 -4.44271
H: 10.92505 -2.52267 -3.54427
H: 11.18726 -3.88770 -4.63313
H: 9.55160 -3.94103 -2.04814
H: 11.14775 -4.66154 -2.24056
H: 11.12648 -8.88794 -4.36623
H: 10.54423 -8.16772 -5.88882
H: 9.54643 -9.35981 -5.02819
C: -17.42088 7.43961 4.07618
C: -16.12151 8.13208 4.42673
O: -15.08510 7.19491 4.76163
C: -14.52120 6.57212 3.72926
O: -14.76924 6.75071 2.56535
O: -13.60958 5.72158 4.20801
C: -12.95329 4.94191 3.20729
H: -17.72871 6.77659 4.88571
H: -18.20557 8.17755 3.91017
H: -17.31672 6.84136 3.17232
H: -16.24770 8.74029 5.32029
H: -15.78081 8.78236 3.62119
H: -12.51063 5.58009 2.44454
H: -13.65306 4.24497 2.74854
H: -12.16958 4.38393 3.71356

Force components x, y, z for each atom (eV/Å):
0.56 0.05 -0.39
-0.38 0.04 0.17
-0.25 0.05 0.56
0.98 -0.29 -0.10
-0.56 0.06 -0.11
-0.30 0.39 -0.31
-0.16 -0.08 0.19
-0.18 -0.07 0.26
0.11 -0.31 0.60
0.15 0.39 -0.44
-0.08 -1.09 0.17
0.22 1.47 0.62
0.08 0.25 -0.35
-0.15 -0.08 0.16
-0.12 0.01 0.03
-0.11 -0.09 0.04
0.01 -0.02 0.11
0.04 -0.11 -0.24
0.07 0.02 -0.11
0.12 0.11 -0.17
-0.27 0.11 -0.05
0.05 -0.01 0.01
0.12 0.05 0.05
0.14 -0.09 -0.02
0.16 -0.05 0.03
0.04 -0.01 0.12
-0.01 0.04 -0.14
0.10 0.08 -0.30
-0.12 0.04 -0.07
-0.12 0.04 0.14
-0.05 -0.04 -0.06
0.05 0.10 -0.07
-0.02 -0.38 -0.29
0.02 -0.45 -0.06
0.13 -0.06 0.00
-0.02 -0.18 0.06
-0.16 0.24 -0.06
0.02 -0.24 -0.19
0.09 0.04 0.01
-0.02 0.04 0.17
0.01 -0.01 -0.05
0.03 -0.03 -0.05
-0.24 0.09 0.11
0.09 -0.04 -0.03
0.02 -0.03 0.02
0.00 -0.09 0.06
-0.02 0.14 0.15
-0.10 0.04 0.01
0.03 -0.04 -0.07
0.00 -0.08 -0.02
0.12 0.02 -0.02
-0.16 0.06 -0.13
0.36 0.06 0.08
-0.09 -0.02 0.02
0.00 -0.05 0.08
-0.01 0.01 -0.02
-0.05 0.00 0.02
-0.18 -0.10 -0.13
0.05 -0.01 0.07
0.00 -0.01 0.03
0.04 -0.07 0.00
-0.14 -0.02 0.02
-0.08 0.01 -0.10
0.09 0.03 -0.01
0.10 -0.01 0.02
0.02 0.06 0.09
-0.09 0.10 0.23
0.40 -0.29 -0.23
-0.13 0.07 0.02
0.08 -0.06 -0.15
-0.04 0.01 0.05
-0.20 0.09 -0.06
-0.11 0.21 0.15
0.01 -0.06 -0.08
-0.02 -0.01 -0.04
0.04 0.04 -0.06
-0.16 0.06 0.04
-0.04 0.08 0.10
0.14 -0.04 0.03
0.10 0.01 -0.07
-0.04 -0.15 -0.03
-0.10 0.09 0.15
-0.16 -0.26 -0.24
0.00 0.08 -0.07
0.13 0.04 0.03
-0.04 0.00 -0.01
-0.04 -0.02 -0.04
0.04 0.07 0.18
0.01 -0.02 -0.09
0.03 0.01 -0.03
0.08 -0.05 0.01
0.11 0.14 0.07
-0.02 0.04 0.13
-0.04 -0.05 -0.03
0.02 -0.08 -0.01
-0.01 0.03 -0.11
-0.01 -0.13 -0.22
0.06 0.37 0.08
-0.01 -0.08 -0.03
-0.10 0.02 0.08
0.09 -0.02 -0.04
0.01 0.01 -0.02
0.02 -0.16 -0.05
-0.03 0.09 0.08
-0.02 0.00 0.06
0.06 0.00 0.06
-0.07 -0.14 0.01
0.03 -0.10 -0.09
0.02 0.06 -0.02
0.07 0.03 0.02
-0.08 0.06 0.04
-0.03 -0.11 -0.16
0.14 0.33 0.08
-0.12 -0.02 0.04
-0.02 -0.06 0.08
0.00 0.01 -0.02
-0.01 0.03 0.00
0.01 -0.18 -0.09
-0.01 0.05 0.06
-0.02 0.00 0.03
0.05 -0.01 0.06
-0.07 -0.11 0.00
0.02 -0.09 -0.09
0.03 0.07 -0.01
0.07 0.02 0.03
-0.07 0.07 0.04
0.06 -0.20 -0.04
-0.27 0.24 -0.03
0.04 -0.07 0.02
0.05 0.10 0.07
-0.01 -0.03 -0.02
0.02 -0.01 0.01
0.17 -0.17 -0.07
-0.03 0.07 0.04
0.01 0.02 0.03
0.03 0.06 -0.04
0.11 -0.07 0.06
0.04 -0.10 -0.06
-0.09 0.02 -0.04
-0.03 0.07 -0.06
-0.07 0.04 0.13

Calculated values
HOMO energy, hartree: -0.4285
Total charge: +1
E, Eh: -3259.9478